Record 1
{"formula": "C3H11N2O", "method": "ωB97M-V/def2-TZVPD", "s2": 0.77, "homo_ev": [-20.63, -20.44], "multiplicity": 2, "relative_energy_kcal_mol": 34.7, "total_charge": 2, "elements": ["C", "C", "N", "C", "N", "H", "H", "H", "H", "H", "H", "H", "H", "H", "H", "H", "O"], "positions_angstrom": [[1.87149, -0.11236, -1.49945], [0.86404, 0.93803, -0.99869], [-1.99154, 0.42324, 1.17187], [-1.01539, 1.03656, 0.58356], [-0.24901, 0.38222, -0.31040], [2.16082, -0.74474, -0.66138], [1.39624, -0.68061, -2.30486], [2.71200, 0.40881, -1.94792], [1.32351, 1.70130, -0.35407], [0.46029, 1.44361, -1.90788], [-2.07016, -0.59896, 1.10823], [-2.57860, 1.01591, 1.75699], [-0.74879, 2.02468, 0.87752], [-0.46472, -0.58766, -0.55902], [0.98768, -2.08155, 1.57757], [0.35856, -2.62228, 0.25874], [0.29659, -1.91876, 0.92032]], "nbo_charge": [-0.610, -0.266, -0.492, 0.375, -0.223, 0.257, 0.250, 0.291, 0.281, 0.359, 0.478, 0.483, 0.277, 0.473, 0.527, 0.510, -0.972]}


Record 2
{"formula": "C57H34BaN9OS", "method": "ωB97M-V/def2-TZVPD", "homo_ev": [-3.51, -3.54], "relative_energy_kcal_mol": 0.0, "total_charge": -1, "elements": ["Ba", "C", "C", "C", "C", "C", "C", "C", "C", "C", "C", "C", "N", "C", "C", "C", "C", "C", "C", "C", "C", "C", "C", "C", "C", "C", "N", "C", "C", "C", "C", "C", "C", "C", "C", "C", "C", "C", "C", "N", "C", "C", "N", "C", "C", "C", "C", "C", "C", "H", "H", "H", "H", "H", "H", "H", "H", "H", "H", "H", "H", "H", "H", "H", "H", "H", "H", "H", "H", "H", "H", "H", "H", "H", "H", "H", "H", "S", "N", "C", "C", "C", "C", "C", "N", "C", "C", "N", "C", "C", "C", "C", "C", "N", "H", "H", "H", "H", "H", "H", "O", "C", "N"], "positions_angstrom": [[-0.81994, -0.51397, 0.11123], [-3.87540, 5.04172, -4.38974], [-3.46879, 3.86987, -5.00896], [-2.76533, 2.92635, -4.30950], [-2.42602, 3.11575, -2.96341], [-2.95836, 4.23448, -2.28766], [-3.65354, 5.16322, -3.01299], [-1.53121, 2.14195, -2.25597], [-0.51569, 2.65268, -1.38348], [0.10355, 3.97062, -1.39281], [1.14657, 3.91610, -0.49116], [1.20853, 2.61024, 0.04899], [0.20405, 1.89655, -0.51343], [2.13882, 2.02447, 0.97530], [2.55823, 0.63116, 1.12182], [3.82697, 0.18515, 1.71209], [3.86963, -1.18264, 1.51758], [2.68342, -1.59990, 0.85262], [2.26823, -2.96494, 0.52700], [2.81667, -4.09033, 1.28303], [2.80105, -4.14007, 2.69364], [3.49410, -5.13316, 3.42639], [4.08811, -6.16031, 2.70051], [3.88125, -6.30932, 1.36322], [3.42866, -5.18776, 0.59897], [1.50554, -3.31138, -0.60830], [0.88791, -2.43471, -1.47762], [0.41630, -3.09904, -2.58131], [-0.38752, -2.48539, -3.60755], [-0.27972, -3.13028, -4.91821], [-1.40421, -3.20245, -5.77533], [-1.31830, -3.67131, -7.05408], [-0.04930, -4.14256, -7.50612], [1.07658, -3.98059, -6.72921], [0.99706, -3.49398, -5.45332], [-1.08969, -1.28573, -3.36502], [-2.55304, -1.09421, -3.59342], [-2.75300, 0.25927, -3.45114], [-1.58121, 0.82133, -2.79823], [-0.59044, -0.13817, -2.79688], [0.68887, -4.54472, -2.39472], [1.22547, -4.65158, -1.15798], [1.82471, -0.47407, 0.72370], [2.85049, 3.06370, 1.84234], [3.86954, 3.83684, 1.28577], [4.63538, 4.65212, 2.13155], [4.53436, 4.65338, 3.50451], [3.38161, 3.93829, 4.01357], [2.59385, 3.10061, 3.20192], [-4.25436, 5.88127, -5.04571], [-3.78566, 3.66883, -5.99731], [-2.44448, 2.07002, -4.84603], [-2.69293, 4.51794, -1.23402], [-3.94086, 6.05769, -2.50405], [-0.06790, 4.90690, -1.97790], [1.72495, 4.77862, -0.17975], [4.61710, 0.83696, 2.11763], [4.72081, -1.82056, 1.69376], [2.35795, -3.28473, 3.26030], [3.45682, -4.95939, 4.52445], [4.70298, -6.91287, 3.19455], [4.12571, -7.20517, 0.83094], [3.52901, -5.10471, -0.45674], [-2.33592, -2.84733, -5.34752], [-2.12156, -3.60704, -7.79407], [0.00237, -4.78288, -8.38825], [2.03530, -4.34928, -7.10481], [1.93904, -3.30438, -4.92221], [-3.27769, -1.82811, -3.89939], [-3.65136, 0.81211, -3.66158], [0.51239, -5.31157, -3.16925], [1.48214, -5.57883, -0.67141], [3.89861, 4.04632, 0.21697], [5.41096, 5.31573, 1.70123], [5.19685, 5.16703, 4.22990], [3.23085, 3.82084, 5.09472], [1.70022, 2.62995, 3.56752], [-3.61923, 3.06166, 7.50247], [-3.75519, 3.52021, 5.96741], [-3.12482, 2.58047, 5.21464], [-3.09593, 2.60019, 3.81502], [-3.53735, 3.72434, 3.08391], [-3.62356, 3.59966, 1.73067], [-3.19842, 2.40416, 1.11146], [-2.62340, 1.38538, 1.74715], [-2.56584, 1.47914, 3.07661], [-1.95265, 0.39850, 3.85560], [-1.53793, -0.70079, 3.22179], [-1.06506, -1.70627, 3.98732], [-0.73119, -1.58835, 5.32910], [-1.10840, -0.43998, 6.03533], [-1.82080, 0.54696, 5.31268], [-2.46095, 1.59882, 6.02515], [-2.60551, 1.81605, 7.36455], [-3.76089, 4.64931, 3.65888], [-4.05658, 4.41590, 1.11174], [-3.21749, 2.34340, -0.00338], [-0.85667, -2.60081, 3.44644], [-0.17460, -2.33435, 5.87782], [-1.12606, -0.31623, 7.11764], [-3.05248, -4.08951, -1.23280], [-2.50104, -3.42628, -0.38390], [-1.88411, -2.81817, 0.43648]], "lowdin_charge": [1.785, -0.091, -0.091, -0.049, -0.158, -0.053, -0.109, -0.076, -0.280, -0.029, -0.053, -0.278, -0.060, -0.017, -0.251, -0.013, -0.053, -0.215, -0.085, -0.191, -0.038, -0.089, -0.141, -0.085, -0.019, -0.230, 0.042, -0.225, -0.082, -0.151, -0.036, -0.085, -0.110, -0.127, -0.033, -0.233, 0.008, -0.057, -0.328, 0.044, 0.004, -0.034, -0.059, -0.212, -0.039, -0.118, -0.093, -0.072, -0.038, 0.116, 0.091, 0.103, 0.119, 0.088, 0.113, 0.094, 0.107, 0.102, 0.119, 0.104, 0.096, 0.091, 0.098, 0.090, 0.099, 0.091, 0.102, 0.125, 0.095, 0.097, 0.116, 0.091, 0.115, 0.104, 0.101, 0.092, 0.109, 0.977, -0.236, -0.300, -0.096, -0.003, -0.046, -0.101, 0.065, -0.145, -0.134, 0.091, -0.097, -0.038, 0.012, -0.084, -0.294, -0.235, 0.130, 0.118, 0.113, 0.103, 0.104, 0.115, -0.037, -0.644, -0.204]}


Record 3
{"formula": "C4H8N4O4P", "method": "ωB97M-V/def2-TZVPD", "homo_ev": [-14.27, -14.27], "relative_energy_kcal_mol": 0.0, "total_charge": 1, "elements": ["C", "C", "C", "C", "N", "N", "N", "N", "O", "O", "O", "O", "P", "H", "H", "H", "H", "H", "H", "H", "H"], "positions_angstrom": [[1.69585, 0.92076, -0.55322], [-0.37158, -1.63826, 0.26135], [-0.25059, -2.43580, 1.48754], [-1.70259, -1.49321, -0.46774], [0.70047, -1.16192, -0.18929], [1.59821, -0.46147, -0.64026], [0.79216, 1.63655, -0.04680], [2.74656, 1.55320, -1.19272], [-1.93370, 3.38254, 0.76453], [-1.61591, 1.74971, -1.29663], [0.53219, 2.90290, -0.34719], [-0.15939, 1.20468, 0.69547], [-1.28077, 2.46614, -0.10085], [-1.17596, -2.00717, 2.03510], [-0.53417, -3.42907, 1.20249], [0.70282, -2.49257, 2.01397], [-2.02573, -0.41870, -0.23235], [-2.48638, -2.09911, -0.12772], [-1.71799, -1.49833, -1.54660], [3.55354, 0.94190, -1.05552], [2.93296, 2.37721, -0.66355]], "nbo_charge": [0.444, 0.403, -0.658, -0.674, 0.047, -0.022, 0.308, -0.720, -0.965, -1.052, -0.484, -0.512, 2.410, 0.276, 0.277, 0.270, 0.292, 0.263, 0.286, 0.407, 0.406]}